FH2IP2 as an isolated structure in a non-equilibrium geometry, computed with ωB97M-V with the def2-TZVPD basis set.

Positions of all 6 atoms, in Å:
F (-0.5015, -0.9266, -1.7940)
P (0.5207, -0.7757, -0.5702)
P (-0.9211, -0.3847, 1.0259)
I (0.8832, -0.3790, 2.5922)
H (0.8962, 0.5641, -1.1022)
H (-0.8775, 1.9019, -0.1518)

## Properties
E: -29424.8516 eV
Energy above the lowest of the compared OMol25 structures with the same formula, charge and spin: 100.9 kJ/mol
Kohn-Sham gap (alpha / beta): 8.0104 / 6.9794 eV
Spin multiplicity: 3

Here are the Mulliken charges for atoms 1 to 4, given in e: F -0.238; P 0.194; P -0.055; I 0.028